1.
{
  "formula": "C10H17NNi",
  "method": "the ωB97M-V functional and the def2-TZVPD basis",
  "s2": 2.0078,
  "total_charge": 0,
  "e_tot_ha": -1954.14385,
  "multiplicity": 3,
  "species": ["Ni", "C", "H", "H", "H", "H", "H", "C", "N", "C", "C", "C", "C", "C", "C", "C", "C", "H", "H", "H", "H", "H", "H", "H", "H", "H", "H", "H", "H"],
  "coordinates": [[-0.038556, 1.000900, -0.952455], [-1.656329, 2.121969, -2.197928], [-2.274363, 1.220598, -2.043337], [-1.921428, 2.948076, -1.533876], [-1.695810, 2.453122, -3.249079], [-0.469894, 1.892778, -2.116418], [0.755964, 1.720312, -2.090432], [1.744508, 2.078973, 1.210749], [1.250939, 0.779143, 0.749949], [2.352642, -0.060459, 0.254595], [0.372799, 0.056230, 1.721735], [-0.415475, -0.957617, 0.932447], [-0.856938, -2.162658, 1.517243], [-1.523374, -3.087108, 0.740620], [-1.744768, -2.895616, -0.623964], [-1.284286, -1.673965, -1.222188], [-0.667335, -0.746407, -0.413807], [2.312037, 2.542577, 0.407651], [2.385237, 1.996609, 2.101922], [0.883154, 2.708251, 1.461779], [3.064618, -0.371732, 1.059094], [1.951783, -0.963932, -0.222894], [2.922140, 0.521976, -0.491651], [0.957314, -0.422440, 2.525889], [-0.262559, 0.814260, 2.206760], [-0.621755, -2.337995, 2.573106], [-1.873140, -4.033949, 1.209688], [-2.227905, -3.648268, -1.222048], [-1.419220, -1.493628, -2.293149]],
  "atomic_forces_ev_per_a": [[0.75, -0.26, 1.58], [0.13, -0.39, -0.15], [0.05, 0.60, -0.09], [-0.15, -0.17, -0.06], [-0.07, -0.17, 0.43], [-2.06, 1.40, -1.67], [1.58, -0.48, 0.05], [-0.29, -0.22, 0.42], [-0.04, -0.07, 0.03], [0.56, -0.09, 0.07], [0.49, 0.50, -0.35], [-0.70, -1.69, 0.63], [0.70, 1.18, 0.20], [-0.64, -1.40, 0.03], [0.81, 1.71, -0.35], [-0.95, -2.09, 0.94], [0.49, 1.19, -0.87], [-0.01, 0.06, -0.02], [-0.04, -0.03, -0.10], [0.20, -0.01, -0.03], [-0.53, 0.27, -0.28], [0.11, 0.32, 0.14], [-0.31, -0.34, 0.27], [-0.01, 0.08, -0.21], [0.05, -0.21, -0.21], [-0.27, -0.17, -0.33], [0.30, 0.78, -0.39], [-0.13, -0.20, -0.05], [-0.02, -0.09, 0.37]]
}

***

2.
{
  "formula": "C10H17NO4",
  "method": "the ωB97M-V functional and the def2-TZVPD basis",
  "total_charge": 0,
  "de_lowest_kcal_mol": 121.7,
  "species": ["C", "C", "C", "C", "C", "C", "C", "C", "C", "C", "N", "O", "O", "O", "O", "H", "H", "H", "H", "H", "H", "H", "H", "H", "H", "H", "H", "H", "H", "H", "H", "H"],
  "coordinates": [[2.363925, 1.192583, 0.975634], [2.431688, -0.222878, 0.754328], [1.465684, -0.657225, -0.402974], [-0.843400, -0.171333, 0.651169], [1.254047, -2.210376, -0.415374], [1.938636, -0.263178, -1.852389], [-0.518026, -0.683101, 1.959060], [-2.575460, -0.147777, -1.273216], [-1.895671, 2.038079, 0.019311], [-2.128228, 0.510703, 0.119122], [1.609079, 1.845558, 0.134997], [1.584816, 3.064448, 0.091828], [3.198539, -0.967725, 1.307257], [0.189132, 0.054934, -0.185130], [-3.173850, 0.184416, 1.060122], [3.084309, 1.593739, 1.761087], [1.106611, -2.517020, -1.444979], [0.339983, -2.527680, 0.123217], [2.110390, -2.761046, 0.004385], [1.528429, -0.857922, -2.671450], [3.001758, -0.592445, -1.930845], [1.816498, 0.786229, -2.223051], [0.310503, -0.168754, 2.581980], [-0.189082, -1.689582, 1.880902], [-1.362858, -0.590428, 2.625350], [-3.577433, 0.203314, -1.500273], [-2.620576, -1.263383, -0.962158], [-1.802160, 0.025559, -1.981139], [-2.241460, 2.556936, -0.915599], [-2.341999, 2.682991, 0.770513], [-0.809663, 2.354557, 0.028517], [-3.254157, -0.802179, 0.909811]],
  "atomic_forces_ev_per_a": [[1.37, -0.61, 1.56], [-0.53, 1.33, -1.08], [-0.19, -1.44, -0.58], [3.08, 1.98, -2.70], [-0.47, 0.31, 0.30], [0.95, 0.17, -0.13], [0.17, 0.93, 2.37], [0.56, -1.34, 3.42], [1.12, 1.64, -0.97], [-0.39, -0.29, -0.11], [0.67, 0.42, 0.49], [-0.48, 0.96, -0.18], [0.18, -1.03, 0.21], [-2.56, -0.90, -0.27], [0.53, -1.24, -0.73], [-1.11, 0.04, -1.26], [0.02, -0.16, -0.07], [0.56, 0.25, -0.13], [-0.24, 0.51, -0.08], [-0.76, -0.30, 0.51], [-0.41, 0.69, 0.33], [0.29, -0.71, 1.12], [-0.84, -0.24, -1.62], [0.23, -1.11, 0.16], [-0.47, -0.38, 0.03], [0.18, 0.14, -0.27], [-0.02, 1.46, -1.15], [0.29, 0.04, -0.93], [-0.03, -1.18, 0.42], [-0.30, -0.67, 0.64], [-1.01, -0.84, 0.08], [-0.39, 1.57, 0.61]]
}

***

3.
{
  "formula": "C10H17NOS",
  "method": "the ωB97M-V functional and the def2-TZVPD basis",
  "total_charge": 0,
  "de_lowest_kcal_mol": 71.8,
  "species": ["C", "C", "C", "C", "C", "C", "C", "C", "C", "C", "N", "O", "S", "H", "H", "H", "H", "H", "H", "H", "H", "H", "H", "H", "H", "H", "H", "H", "H", "H"],
  "coordinates": [[1.108059, 0.036414, 0.330070], [2.557402, -0.099734, 0.422814], [-0.956976, -1.128010, 0.929967], [3.242429, 0.930276, 1.276457], [0.647352, 1.503400, -1.629172], [-0.726500, 1.815808, 0.455385], [-3.384345, -1.369958, 0.667492], [-1.852706, -2.019961, -1.233369], [0.645336, 1.442134, -0.098316], [-2.012756, -1.932581, 0.289292], [0.148408, -0.803311, 0.518898], [5.018996, -0.620450, -0.088762], [3.662214, -1.028837, -0.481361], [4.149883, 0.488676, 1.690270], [2.605472, 1.275955, 2.086227], [3.570191, 1.785332, 0.680800], [0.333646, 2.488556, -1.966367], [-0.035687, 0.762433, -2.040546], [1.642861, 1.304941, -2.020701], [-0.919815, 2.868888, 0.263875], [-0.772184, 1.640799, 1.527296], [-1.512198, 1.230679, -0.016106], [-3.517894, -1.364688, 1.746038], [-4.169529, -1.972838, 0.218888], [-3.482593, -0.348764, 0.303681], [-1.974319, -1.036139, -1.681644], [-2.601655, -2.686161, -1.655792], [-0.863879, -2.395021, -1.492457], [1.366778, 2.169122, 0.274387], [-1.915985, -2.936971, 0.722756]],
  "atomic_forces_ev_per_a": [[-0.53, 0.57, -0.64], [1.32, -0.86, -0.72], [0.94, -0.20, 0.51], [0.26, -0.17, 0.18], [0.12, 0.16, 0.21], [0.36, -0.05, 0.07], [0.11, -0.16, 0.07], [0.03, -0.18, 0.23], [-0.21, -0.18, -0.31], [-0.29, -0.06, -0.73], [0.22, -0.07, 0.49], [0.62, -0.13, -0.13], [-2.34, 0.89, 1.18], [0.00, 0.09, 0.04], [-0.14, 0.02, -0.03], [0.03, 0.02, 0.00], [-0.03, 0.12, -0.12], [-0.09, -0.07, -0.03], [0.08, -0.02, -0.10], [-0.06, 0.07, -0.04], [-0.08, 0.02, 0.13], [-0.16, -0.01, -0.07], [-0.01, 0.04, 0.07], [-0.11, -0.03, -0.06], [-0.06, 0.08, -0.03], [-0.03, 0.12, -0.07], [-0.06, -0.04, -0.10], [0.03, -0.03, -0.07], [0.03, -0.05, 0.03], [0.02, 0.13, 0.02]]
}

***

4.
{
  "formula": "C10H17NSi",
  "method": "the ωB97M-V functional and the def2-TZVPD basis",
  "s2": 2.0522,
  "total_charge": 0,
  "e_tot_ha": -735.26098,
  "multiplicity": 3,
  "species": ["C", "C", "C", "C", "C", "C", "C", "C", "C", "C", "N", "Si", "H", "H", "H", "H", "H", "H", "H", "H", "H", "H", "H", "H", "H", "H", "H", "H", "H"],
  "coordinates": [[1.376611, -3.387653, -2.406423], [0.975703, -3.444120, -1.062811], [1.425273, -2.178652, -3.035688], [0.557630, -2.252365, -0.424187], [0.938273, -0.981930, -2.399293], [0.505445, -1.034296, -1.088353], [-0.057822, -0.084446, 3.167784], [0.576754, 3.030637, -0.365931], [-2.542000, 0.153497, 0.243845], [-0.311532, 0.969173, 2.063484], [-0.526124, 2.106686, -0.638474], [-0.688964, 0.609423, 0.131288], [1.791076, -4.315362, -2.680586], [1.127775, -4.500363, -0.635068], [1.890400, -2.197506, -4.033976], [0.377086, -2.159230, 0.639569], [0.786658, -0.065172, -3.027876], [0.965586, -0.297506, 2.823038], [-0.139820, 0.287368, 4.164629], [-0.715727, -0.925972, 3.263326], [0.800769, 3.759442, -1.082023], [0.298923, 3.568844, 0.522686], [1.432629, 2.488515, -0.141838], [-2.948682, 0.508487, 1.115225], [-3.184749, 0.595667, -0.490658], [-2.666412, -0.941218, -0.068417], [0.498381, 1.809544, 2.190169], [-1.242618, 1.582149, 2.210606], [-1.179080, 2.541715, -1.229253]],
  "atomic_forces_ev_per_a": [[-0.32, 0.82, 1.98], [1.30, -4.63, -1.63], [1.58, -2.75, -2.33], [-1.09, 3.61, 2.21], [-1.33, 3.38, -0.12], [-1.50, 1.21, 2.16], [0.75, 0.74, -1.73], [-1.87, -0.51, 1.46], [1.59, -2.31, -3.47], [-0.14, 2.05, -0.53], [1.21, 0.61, -0.26], [0.58, -1.66, 0.12], [0.43, -0.67, -1.47], [-0.57, 2.12, 0.07], [-0.31, 0.54, 0.50], [-0.10, -0.68, 0.10], [0.11, -0.96, 0.71], [-0.16, -1.05, 1.29], [0.63, 0.94, 0.64], [-0.26, -0.76, -0.99], [0.06, 0.72, -1.62], [0.21, 0.58, 0.63], [1.83, -0.95, 0.30], [-0.84, 0.00, 2.60], [0.02, 0.74, -0.94], [0.04, 1.18, 1.37], [-1.17, -1.71, -0.44], [0.45, -0.58, 0.03], [-1.15, -0.03, -0.65]]
}

***

5.
{
  "formula": "C10H17O2PS",
  "method": "the ωB97M-V functional and the def2-TZVPD basis",
  "total_charge": 0,
  "smiles": "CC1(C)[C@H]2C[C@@H]3O[P@H](=S)O[C@]3(C)[C@@H]1C2",
  "de_lowest_kcal_mol": 0.0,
  "species": ["C", "C", "C", "C", "C", "C", "C", "C", "C", "C", "O", "O", "P", "S", "H", "H", "H", "H", "H", "H", "H", "H", "H", "H", "H", "H", "H", "H", "H", "H", "H"],
  "coordinates": [[-0.435326, -1.645717, -0.133713], [-0.086184, -0.311443, 1.819172], [0.665360, -1.218367, 0.911367], [0.039474, -0.393155, -0.908315], [-1.172066, 0.497202, 1.170544], [1.463796, -0.555342, -0.278833], [-0.811819, 0.819065, -0.370218], [2.301589, 0.654842, 0.039309], [2.203821, -1.562249, -1.148056], [-0.290175, 2.278309, -0.679229], [-2.449088, -0.103332, 1.285396], [-2.184149, 0.726173, -0.957066], [-3.378118, 0.327413, -0.002322], [-4.690818, -0.796613, -0.802357], [-0.037962, -2.505436, -0.767731], [-1.454690, -1.761163, 0.174667], [-0.708087, -0.937053, 2.573770], [0.566582, 0.468542, 2.286770], [1.114753, -2.040718, 1.462554], [-0.084726, -0.379750, -1.953683], [-1.231684, 1.428067, 1.740005], [2.833051, 1.098481, -0.799159], [3.146072, 0.309348, 0.784974], [1.748989, 1.432299, 0.440509], [2.884495, -1.121170, -1.864275], [1.451625, -2.067729, -1.802081], [2.767577, -2.121793, -0.471361], [-0.552117, 2.995720, 0.057889], [-0.673215, 2.692984, -1.635137], [0.785199, 2.283150, -0.679114], [-3.732171, 1.509442, 0.505728]],
  "atomic_forces_ev_per_a": [[2.69, -1.07, -1.62], [-0.56, 0.32, 2.15], [-0.58, -1.62, -1.22], [-1.64, 1.79, 1.30], [1.00, 1.87, -0.75], [-1.61, 0.70, -0.21], [-1.29, 0.04, 0.76], [2.86, -1.99, 0.94], [-1.43, 0.78, -1.08], [-0.36, -1.33, -0.69], [-0.66, -0.76, -0.97], [1.52, 0.10, -0.95], [1.05, -1.14, 0.11], [0.19, 0.13, 0.55], [-1.10, 0.69, 1.23], [-0.29, -0.18, 0.00], [1.62, 0.98, -0.70], [-0.31, -1.01, 0.26], [0.42, 0.05, 0.05], [0.16, -0.10, -1.51], [-0.09, 0.25, -0.24], [-0.03, -0.27, -0.40], [-1.55, 0.82, -1.20], [-0.77, 1.22, 1.44], [0.22, 0.58, 0.05], [1.03, -0.38, 0.86], [0.90, -1.80, 0.57], [-0.64, 0.44, 0.97], [0.23, -0.72, 0.42], [0.16, 0.09, -0.52], [-1.14, 1.53, 0.37]]
}

***

6.
{
  "formula": "C10H17O4P",
  "method": "the ωB97M-V functional and the def2-TZVPD basis",
  "total_charge": 0,
  "de_lowest_kcal_mol": 16.5,
  "species": ["C", "C", "C", "C", "C", "C", "C", "C", "C", "C", "O", "O", "O", "O", "P", "H", "H", "H", "H", "H", "H", "H", "H", "H", "H", "H", "H", "H", "H", "H", "H", "H"],
  "coordinates": [[-2.269183, 2.381933, 0.506247], [-3.229043, 2.119498, 1.316694], [-1.778839, 0.506882, -1.610175], [-1.294800, 2.721007, -0.412870], [-1.054417, 1.113265, -0.533794], [-1.356669, -0.873710, -1.957628], [0.259755, -2.978575, 1.139925], [2.067109, 0.804312, -2.018587], [-0.120357, -1.800455, 1.988306], [2.348988, 0.387208, -0.611911], [-2.682604, 1.075222, -2.255552], [0.647366, 1.363145, 1.593217], [-0.645772, -0.781029, 1.150111], [1.219937, -0.375467, -0.238233], [0.116611, 0.439374, 0.574191], [-3.376333, 1.279037, 1.785247], [-3.865895, 3.011125, 1.619742], [-1.751258, 3.114811, -1.347962], [-0.557433, 3.298491, 0.026201], [-1.719054, -1.593006, -1.209739], [-0.207028, -0.830127, -1.829422], [-1.733192, -1.063909, -2.920906], [-0.583886, -3.450009, 0.775086], [0.834742, -2.644241, 0.301431], [0.732234, -3.751826, 1.789852], [2.921888, 1.416204, -2.449472], [1.722877, -0.011171, -2.553738], [1.183236, 1.496497, -2.110505], [0.828667, -1.556786, 2.524498], [-1.073240, -1.983504, 2.536647], [2.270448, 1.161181, 0.137621], [3.324947, -0.229430, -0.597766]],
  "atomic_forces_ev_per_a": [[0.43, -2.32, -0.61], [-0.20, 5.87, -1.38], [-1.80, 0.51, -0.80], [-1.43, -0.94, -2.03], [-1.04, 3.65, 1.59], [2.23, 0.26, 1.60], [0.80, -0.53, 1.43], [0.57, 4.02, -0.03], [-0.36, -0.51, 0.11], [0.95, -0.38, -0.39], [1.30, -0.40, 0.98], [0.07, 0.25, -0.57], [-0.88, -0.07, -0.05], [0.01, -1.11, 0.37], [-0.33, 0.01, 0.78], [-0.89, -4.66, 2.16], [0.79, -1.12, -0.33], [0.65, -0.35, 0.37], [1.92, 0.91, 0.46], [0.01, 0.18, -0.25], [-1.88, -0.75, -0.80], [-0.11, -0.61, -1.22], [-1.96, -0.92, -0.99], [0.78, -0.11, -0.22], [0.20, 0.63, -0.64], [-0.87, -1.22, 0.12], [0.20, -1.82, -1.51], [0.74, -0.37, 0.57], [-1.28, 0.67, 0.20], [1.49, -0.39, 0.78], [1.55, 0.81, -0.16], [-1.66, 0.83, 0.47]]
}